# 1
C23H41IInP2 | ωB97M-V with the def2-TZVPD basis set

DFT total energy, a.u.: -2071.17096
2S+1: 1
E_HOMO (alpha / beta), eV: -9.69 / -9.22
Charge: +1
Energy above the lowest of the compared OMol25 structures with the same formula, charge and spin, eV: 0.000

Atoms and positions in Å:
In (-0.26, 0.33, -0.91)
C (-0.86, -2.01, 1.08)
C (0.45, -2.41, 0.69)
C (0.65, -0.66, 2.18)
C (-0.73, -0.93, 2.00)
C (1.38, -1.57, 1.36)
C (-2.12, -2.68, 0.67)
H (-2.06, -3.07, -0.35)
H (-2.98, -1.99, 0.73)
H (-2.34, -3.52, 1.35)
C (-1.83, -0.28, 2.74)
H (-2.80, -0.60, 2.36)
H (-1.77, 0.81, 2.67)
H (-1.78, -0.57, 3.81)
C (1.22, 0.35, 3.09)
H (1.17, -0.03, 4.13)
H (0.66, 1.29, 3.04)
H (2.27, 0.54, 2.86)
C (2.85, -1.68, 1.29)
H (3.23, -2.39, 2.05)
H (3.34, -0.71, 1.47)
H (3.17, -2.05, 0.31)
C (0.79, -3.53, -0.20)
H (1.00, -4.45, 0.37)
H (1.68, -3.31, -0.80)
H (-0.04, -3.76, -0.89)
C (-1.59, 1.54, -6.05)
C (-1.78, 0.21, -6.12)
C (-1.10, -0.70, -7.09)
C (0.38, -0.31, -7.42)
C (1.19, 0.16, -6.26)
C (1.43, 1.45, -5.94)
C (0.70, 2.62, -6.53)
C (-0.77, 2.35, -6.99)
H (-1.67, -0.71, -8.03)
H (0.40, 0.40, -8.25)
H (-1.10, -1.73, -6.73)
H (-0.77, 1.93, -8.00)
H (-2.17, 2.14, -5.35)
H (-2.67, -0.22, -5.64)
H (-1.26, 3.33, -7.07)
H (0.67, 3.45, -5.81)
H (2.30, 1.73, -5.34)
H (1.27, 3.00, -7.40)
H (0.87, -1.23, -7.79)
H (1.70, -0.65, -5.74)
P (-1.66, 0.74, -2.91)
C (-3.20, 1.64, -2.92)
C (-1.60, -1.03, -3.41)
P (1.41, 1.33, -2.51)
C (-0.13, 1.59, -3.55)
C (2.41, -0.05, -3.14)
C (2.42, 2.78, -2.23)
H (-3.17, 2.42, -2.16)
H (-4.04, 0.97, -2.69)
H (-3.40, 2.11, -3.89)
H (-1.34, -1.15, -4.47)
H (-2.58, -1.49, -3.23)
H (-0.86, -1.60, -2.84)
H (2.57, 3.30, -3.19)
H (3.40, 2.50, -1.81)
H (1.93, 3.46, -1.51)
H (-0.30, 2.66, -3.73)
H (0.03, 1.10, -4.51)
H (3.37, -0.08, -2.60)
H (2.59, 0.07, -4.21)
H (1.90, -1.02, -2.97)
I (-0.71, 2.62, 0.56)

# 2
C23H41IN2O8P2 | ωB97M-V with the def2-TZVPD basis set

SMILES: CC[C@@H](I)c1ccc2nccnc2c1.CCOP(=O)(OCC)OCC.CCOP(=O)(OCC)OCC
DFT total energy, a.u.: -2592.98306
2S+1: 1
E_HOMO, eV: -9.19
Charge: 0

Atoms and positions in Å:
C (3.61, 0.83, -0.57)
C (4.51, -0.26, -1.18)
C (3.73, -1.40, -1.89)
I (4.85, -3.24, -1.75)
C (2.38, -1.59, -1.22)
C (2.29, -2.18, 0.08)
C (1.07, -2.30, 0.66)
C (-0.10, -1.82, 0.03)
N (-1.29, -1.94, 0.68)
C (-2.32, -1.46, 0.03)
C (-2.21, -0.89, -1.26)
N (-1.10, -0.77, -1.94)
C (-0.02, -1.23, -1.25)
C (1.26, -1.13, -1.85)
H (4.20, 1.73, -0.37)
H (3.18, 0.52, 0.38)
H (2.82, 1.14, -1.26)
H (5.05, -0.71, -0.35)
H (5.20, 0.21, -1.88)
H (3.55, -1.17, -2.93)
H (3.18, -2.53, 0.58)
H (0.96, -2.75, 1.63)
H (-3.29, -1.51, 0.52)
H (-3.13, -0.54, -1.74)
H (1.37, -0.67, -2.82)
O (4.32, 0.45, 6.21)
P (3.50, -0.72, 5.84)
O (3.27, -1.62, 7.16)
C (3.23, -1.05, 8.47)
C (1.81, -0.77, 8.92)
O (4.49, -1.65, 4.98)
C (5.73, -1.17, 4.47)
C (6.88, -1.61, 5.36)
O (2.25, -1.25, 4.98)
C (0.91, -0.92, 5.37)
C (0.66, 0.58, 5.38)
H (3.83, -0.14, 8.53)
H (3.69, -1.78, 9.14)
H (1.33, -0.04, 8.27)
H (1.81, -0.38, 9.94)
H (1.21, -1.68, 8.90)
H (5.72, -0.08, 4.35)
H (5.85, -1.60, 3.47)
H (6.74, -1.25, 6.38)
H (7.83, -1.23, 4.97)
H (6.93, -2.70, 5.40)
H (0.68, -1.37, 6.34)
H (0.26, -1.39, 4.64)
H (1.31, 1.08, 6.10)
H (-0.38, 0.79, 5.64)
H (0.86, 1.00, 4.40)
O (-5.27, 0.29, -5.09)
P (-4.63, 1.39, -5.85)
O (-5.52, 2.72, -5.64)
C (-6.28, 2.95, -4.45)
C (-5.51, 3.80, -3.45)
O (-4.93, 1.04, -7.40)
C (-5.40, -0.25, -7.80)
C (-6.90, -0.22, -8.01)
O (-3.26, 2.09, -6.26)
C (-2.51, 2.83, -5.29)
C (-2.09, 1.97, -4.11)
H (-6.58, 2.01, -3.99)
H (-7.19, 3.46, -4.75)
H (-4.60, 3.29, -3.13)
H (-6.12, 3.99, -2.57)
H (-5.23, 4.75, -3.90)
H (-5.12, -1.01, -7.08)
H (-4.90, -0.48, -8.74)
H (-7.42, 0.08, -7.10)
H (-7.26, -1.21, -8.31)
H (-7.16, 0.50, -8.79)
H (-3.08, 3.70, -4.96)
H (-1.63, 3.21, -5.80)
H (-2.96, 1.57, -3.59)
H (-1.50, 2.54, -3.40)
H (-1.50, 1.12, -4.45)

# 3
C23H41N2OP3Ti | ωB97M-V with the def2-TZVPD basis set

DFT total energy, a.u.: -2957.66632
2S+1: 1
E_HOMO (alpha / beta), eV: -17.65 / -17.54
Charge: +4
Energy above the lowest of the compared OMol25 structures with the same formula, charge and spin, eV: 1.358

Atoms and positions in Å:
Ti (-0.34, -0.11, 0.74)
P (-1.93, -2.02, 0.88)
P (1.28, -1.28, 2.48)
P (1.71, -1.65, -1.18)
H (-0.63, 5.72, -6.05)
C (-0.71, 4.82, -6.67)
C (-1.88, 4.21, -6.91)
H (-2.83, 4.60, -6.50)
C (-3.57, -1.56, 1.55)
C (-1.55, -3.50, 1.90)
C (-2.37, -2.73, -0.74)
C (2.84, -0.30, 2.67)
C (0.57, -1.09, 4.16)
C (1.95, -2.98, 2.68)
C (0.91, -1.39, -2.77)
C (1.55, -3.38, -0.75)
C (3.44, -1.20, -1.30)
H (0.22, 4.45, -7.12)
H (-1.94, 3.34, -7.56)
H (-3.99, -0.74, 0.96)
H (-3.46, -1.22, 2.59)
H (-4.25, -2.42, 1.52)
H (-1.28, -3.20, 2.92)
H (-0.73, -4.08, 1.47)
H (-2.45, -4.13, 1.93)
H (-2.65, -1.92, -1.43)
H (-3.23, -3.40, -0.62)
H (-1.53, -3.29, -1.18)
H (3.48, -0.81, 3.41)
H (2.62, 0.72, 3.02)
H (3.37, -0.25, 1.71)
H (1.17, -1.67, 4.88)
H (-0.47, -1.46, 4.19)
H (0.58, -0.04, 4.46)
H (3.05, -2.95, 2.72)
H (1.65, -3.64, 1.86)
H (1.58, -3.41, 3.62)
H (1.33, -2.11, -3.49)
H (1.10, -0.37, -3.11)
H (-0.17, -1.54, -2.68)
H (1.56, -3.96, -1.68)
H (0.61, -3.59, -0.21)
H (2.41, -3.70, -0.14)
H (3.84, -1.66, -2.21)
H (3.98, -1.57, -0.42)
H (3.53, -0.11, -1.36)
C (-0.46, 1.61, -1.86)
C (0.56, 2.57, -2.00)
C (0.83, 3.07, -3.26)
C (0.01, 2.74, -4.34)
C (-1.16, 1.99, -4.14)
C (-1.43, 1.47, -2.87)
O (-0.45, 0.76, -0.84)
H (1.23, -0.55, -0.32)
H (1.15, 2.84, -1.12)
H (1.69, 3.72, -3.42)
H (0.23, 3.11, -5.34)
H (-1.84, 1.80, -4.96)
H (-2.34, 0.90, -2.66)
N (2.55, 3.35, 5.07)
C (1.53, 3.03, 4.59)
C (0.30, 2.58, 3.99)
C (-0.91, 2.57, 4.70)
C (-2.03, 2.03, 4.09)
C (-1.93, 1.45, 2.84)
N (-0.73, 1.37, 2.21)
C (0.34, 2.04, 2.71)
H (-0.94, 2.99, 5.70)
H (-3.00, 2.01, 4.60)
H (-2.79, 1.03, 2.31)
H (1.23, 2.08, 2.08)

Question: charge of number 2 (C23H41IN2O8P2)?
Answer: 0

Question: charge of number 1 (C23H41IInP2)?
Answer: +1

Repeat the third record exactly.
C23H41N2OP3Ti | ωB97M-V with the def2-TZVPD basis set

DFT total energy, a.u.: -2957.66632
2S+1: 1
E_HOMO (alpha / beta), eV: -17.65 / -17.54
Charge: +4
Energy above the lowest of the compared OMol25 structures with the same formula, charge and spin, eV: 1.358

Atoms and positions in Å:
Ti (-0.34, -0.11, 0.74)
P (-1.93, -2.02, 0.88)
P (1.28, -1.28, 2.48)
P (1.71, -1.65, -1.18)
H (-0.63, 5.72, -6.05)
C (-0.71, 4.82, -6.67)
C (-1.88, 4.21, -6.91)
H (-2.83, 4.60, -6.50)
C (-3.57, -1.56, 1.55)
C (-1.55, -3.50, 1.90)
C (-2.37, -2.73, -0.74)
C (2.84, -0.30, 2.67)
C (0.57, -1.09, 4.16)
C (1.95, -2.98, 2.68)
C (0.91, -1.39, -2.77)
C (1.55, -3.38, -0.75)
C (3.44, -1.20, -1.30)
H (0.22, 4.45, -7.12)
H (-1.94, 3.34, -7.56)
H (-3.99, -0.74, 0.96)
H (-3.46, -1.22, 2.59)
H (-4.25, -2.42, 1.52)
H (-1.28, -3.20, 2.92)
H (-0.73, -4.08, 1.47)
H (-2.45, -4.13, 1.93)
H (-2.65, -1.92, -1.43)
H (-3.23, -3.40, -0.62)
H (-1.53, -3.29, -1.18)
H (3.48, -0.81, 3.41)
H (2.62, 0.72, 3.02)
H (3.37, -0.25, 1.71)
H (1.17, -1.67, 4.88)
H (-0.47, -1.46, 4.19)
H (0.58, -0.04, 4.46)
H (3.05, -2.95, 2.72)
H (1.65, -3.64, 1.86)
H (1.58, -3.41, 3.62)
H (1.33, -2.11, -3.49)
H (1.10, -0.37, -3.11)
H (-0.17, -1.54, -2.68)
H (1.56, -3.96, -1.68)
H (0.61, -3.59, -0.21)
H (2.41, -3.70, -0.14)
H (3.84, -1.66, -2.21)
H (3.98, -1.57, -0.42)
H (3.53, -0.11, -1.36)
C (-0.46, 1.61, -1.86)
C (0.56, 2.57, -2.00)
C (0.83, 3.07, -3.26)
C (0.01, 2.74, -4.34)
C (-1.16, 1.99, -4.14)
C (-1.43, 1.47, -2.87)
O (-0.45, 0.76, -0.84)
H (1.23, -0.55, -0.32)
H (1.15, 2.84, -1.12)
H (1.69, 3.72, -3.42)
H (0.23, 3.11, -5.34)
H (-1.84, 1.80, -4.96)
H (-2.34, 0.90, -2.66)
N (2.55, 3.35, 5.07)
C (1.53, 3.03, 4.59)
C (0.30, 2.58, 3.99)
C (-0.91, 2.57, 4.70)
C (-2.03, 2.03, 4.09)
C (-1.93, 1.45, 2.84)
N (-0.73, 1.37, 2.21)
C (0.34, 2.04, 2.71)
H (-0.94, 2.99, 5.70)
H (-3.00, 2.01, 4.60)
H (-2.79, 1.03, 2.31)
H (1.23, 2.08, 2.08)